{"formula": "C20H19N3O7S", "method": "ωB97M-V with the def2-TZVPD basis set", "symbols": ["C", "H", "H", "H", "O", "C", "C", "C", "C", "C", "C", "H", "H", "C", "O", "N", "C", "C", "C", "C", "C", "C", "H", "H", "H", "C", "O", "N", "C", "O", "H", "H", "H", "S", "O", "O", "N", "C", "H", "C", "H", "O", "C", "H", "C", "H", "H", "H", "H", "H"], "positions_angstrom": [[-2.802, -0.312, -5.158], [-3.507, 0.395, -5.590], [-3.222, -1.320, -5.210], [-1.861, -0.275, -5.714], [-2.628, 0.108, -3.820], [-1.868, -0.629, -2.995], [-1.839, -0.247, -1.650], [-1.031, -0.885, -0.739], [-0.222, -1.949, -1.137], [-0.296, -2.378, -2.460], [-1.099, -1.733, -3.379], [-1.119, -2.084, -4.398], [0.302, -3.225, -2.760], [0.697, -2.656, -0.204], [1.028, -3.812, -0.349], [1.148, -1.845, 0.808], [1.971, -2.158, 1.867], [2.324, -1.130, 2.737], [3.141, -1.349, 3.849], [3.637, -2.604, 4.127], [3.289, -3.638, 3.256], [2.480, -3.434, 2.154], [2.229, -4.252, 1.499], [3.663, -4.632, 3.448], [4.268, -2.776, 4.984], [3.306, -0.049, 4.547], [3.923, 0.226, 5.540], [2.569, 0.860, 3.789], [1.956, 0.292, 2.691], [1.273, 0.873, 1.875], [2.492, 1.838, 4.027], [0.869, -0.868, 0.789], [-1.098, -0.550, 0.284], [-2.802, 1.142, -1.021], [-4.022, 1.303, -1.745], [-2.864, 0.983, 0.402], [-1.854, 2.475, -1.314], [-1.752, 2.924, -2.682], [-2.747, 2.868, -3.121], [-1.217, 4.358, -2.665], [-1.043, 4.721, -3.679], [0.027, 4.420, -2.006], [-0.078, 3.969, -0.674], [0.924, 4.037, -0.247], [-0.589, 2.527, -0.618], [-0.755, 2.213, 0.412], [0.149, 1.860, -1.090], [-0.766, 4.616, -0.113], [-1.944, 5.008, -2.158], [-1.059, 2.289, -3.254]], "atomic_forces_ev_per_a": [[0.0, 0.0, -0.3], [0.1, -0.1, 0.0], [0.0, 0.0, 0.0], [0.0, 0.0, 0.0], [0.1, -0.1, 0.2], [0.1, -0.1, 0.0], [-0.6, 0.7, 0.1], [0.2, -0.3, 0.0], [-0.3, 0.0, -0.3], [0.1, 0.1, 0.3], [-0.2, 0.2, -0.2], [0.0, 0.0, -0.1], [0.0, -0.1, 0.0], [0.0, 0.1, 0.1], [0.1, -0.1, 0.0], [-0.3, 0.4, -0.1], [0.3, -0.1, 0.5], [0.3, -0.6, 0.2], [-0.3, -0.5, -0.6], [0.0, 0.2, 0.1], [0.1, 0.2, 0.1], [-0.1, 0.0, -0.2], [0.0, 0.0, 0.0], [0.0, -0.1, 0.0], [0.1, 0.0, 0.1], [0.1, 0.1, 0.2], [0.0, -0.1, 0.0], [-0.1, 0.6, 0.1], [0.0, 0.1, 0.0], [-0.1, 0.0, -0.1], [0.0, -0.1, 0.0], [0.1, -0.2, -0.1], [0.1, 0.0, 0.2], [0.0, 0.2, 0.1], [0.2, -0.1, -0.2], [0.4, -0.1, 0.0], [-0.7, -0.6, 0.3], [0.0, 0.4, -0.5], [0.1, 0.1, -0.2], [-0.2, -0.2, -0.1], [-0.1, 0.0, 0.1], [0.2, 0.0, -0.1], [-0.1, -0.3, 0.2], [-0.1, 0.0, 0.1], [0.5, 0.2, 0.4], [0.2, 0.1, 0.0], [0.0, 0.0, 0.0], [0.1, 0.0, 0.0], [0.0, 0.0, -0.1], [-0.1, 0.1, 0.0]], "de_lowest_kj_mol": 0.0, "multiplicity": 1, "total_charge": 0, "lumo_energy_ev": -0.695, "smiles": "COc1ccc(C(=O)Nc2cccc3c2C(=O)NC3=O)cc1S(=O)(=O)N1CCOCC1"}

***

{"formula": "C20H19N3OPRhS", "method": "ωB97M-V with the def2-TZVPD basis set", "symbols": ["Rh", "O", "C", "C", "C", "C", "C", "C", "C", "P", "C", "C", "C", "C", "C", "C", "C", "C", "C", "C", "C", "C", "H", "H", "H", "H", "H", "H", "H", "H", "H", "H", "H", "H", "H", "H", "N", "N", "C", "N", "S", "H", "H", "H", "H", "H"], "positions_angstrom": [[0.915, -0.912, -0.477], [-0.174, -1.807, -2.794], [-0.385, -0.990, -1.953], [-1.580, -0.102, -1.888], [-2.534, -0.130, -2.894], [-3.640, 0.705, -2.790], [-3.793, 1.546, -1.695], [-2.845, 1.567, -0.677], [-1.742, 0.735, -0.778], [-0.401, 0.614, 0.390], [-0.467, -0.867, 1.414], [0.381, -0.966, 2.544], [0.624, -2.195, 3.110], [0.067, -3.361, 2.559], [-0.726, -3.288, 1.437], [-0.989, -2.042, 0.841], [-0.133, 2.090, 1.335], [0.734, 3.067, 0.843], [0.893, 4.250, 1.545], [0.192, 4.453, 2.727], [-0.671, 3.480, 3.215], [-0.841, 2.292, 2.523], [-2.405, -0.784, -3.746], [-4.386, 0.706, -3.574], [-4.657, 2.193, -1.632], [-2.967, 2.231, 0.169], [0.814, -0.072, 2.976], [1.244, -2.260, 3.994], [0.252, -4.317, 3.031], [-1.184, -4.178, 1.025], [-1.713, -1.984, 0.037], [1.281, 2.909, -0.079], [1.564, 5.012, 1.173], [0.320, 5.377, 3.275], [-1.214, 3.646, 4.136], [-1.516, 1.535, 2.904], [1.999, -2.709, -1.161], [3.096, -2.387, -1.986], [3.317, -1.123, -2.374], [4.298, -0.892, -3.231], [2.402, 0.199, -1.776], [2.321, -3.322, -0.416], [1.297, -3.192, -1.722], [3.571, -3.159, -2.435], [4.895, -1.621, -3.592], [4.485, 0.052, -3.531]], "atomic_forces_ev_per_a": [[0.3, -0.1, 0.1], [0.1, 0.0, 0.0], [-0.3, 0.0, -0.2], [0.0, 0.0, 0.1], [0.0, 0.0, 0.0], [0.0, 0.0, 0.0], [0.0, 0.0, 0.0], [0.0, 0.0, 0.0], [0.0, -0.1, 0.0], [-0.2, 0.2, 0.2], [0.1, 0.1, -0.1], [-0.1, 0.0, 0.1], [0.0, 0.0, 0.0], [0.0, 0.0, 0.0], [0.0, 0.0, 0.0], [0.0, 0.0, -0.1], [0.1, 0.0, 0.0], [0.0, 0.0, 0.0], [0.0, 0.0, 0.0], [0.0, 0.0, 0.0], [0.0, 0.0, 0.0], [0.0, 0.0, 0.0], [0.0, 0.0, 0.0], [0.0, 0.0, 0.0], [0.0, 0.0, 0.0], [0.0, 0.0, 0.0], [0.0, 0.0, 0.0], [0.0, 0.0, 0.0], [0.0, 0.0, 0.0], [0.0, 0.0, 0.0], [0.0, 0.0, 0.0], [0.0, 0.0, 0.0], [0.0, 0.0, 0.0], [0.0, 0.0, 0.0], [0.0, 0.0, 0.0], [0.0, 0.0, 0.0], [0.0, 0.0, 0.0], [-0.1, 0.0, 0.0], [0.1, 0.0, 0.0], [0.0, 0.0, 0.0], [0.0, 0.1, 0.0], [0.0, 0.0, 0.0], [0.0, 0.0, 0.0], [0.0, 0.0, 0.0], [0.0, 0.0, 0.0], [0.0, 0.0, 0.0]], "de_lowest_kj_mol": 0.0, "multiplicity": 1, "total_charge": 2, "lumo_energy_ev": -6.828}

***

{"formula": "C20H19N3OS", "method": "ωB97M-V with the def2-TZVPD basis set", "symbols": ["N", "N", "O", "S", "C", "C", "C", "C", "C", "C", "C", "C", "C", "C", "C", "C", "C", "C", "C", "C", "N", "C", "C", "C", "C", "H", "H", "H", "H", "H", "H", "H", "H", "H", "H", "H", "H", "H", "H", "H", "H", "H", "H", "H"], "positions_angstrom": [[0.807, 2.218, 3.573], [1.941, 2.802, 3.572], [-1.637, 0.991, 3.202], [2.014, -5.501, -2.995], [2.442, -5.659, -4.709], [2.424, -4.456, -5.337], [1.956, -3.358, -4.437], [1.921, -3.734, -3.093], [1.045, 2.938, 1.513], [0.179, 2.269, 2.294], [-1.227, 0.827, -0.363], [2.038, -3.125, -0.617], [1.640, -2.857, -1.954], [-0.763, 0.717, 0.987], [-0.655, 0.031, -1.318], [1.572, -2.308, 0.475], [0.753, -1.750, -2.145], [0.091, -0.419, 1.286], [0.270, -0.974, -1.120], [0.641, -1.266, 0.178], [2.136, 3.241, 2.322], [-3.719, 2.011, 1.542], [-2.539, 3.945, 2.550], [-1.149, 1.624, 2.009], [-2.313, 2.664, 1.627], [-0.922, 1.147, 3.914], [2.788, -6.629, -5.141], [2.735, -4.287, -6.333], [1.651, -2.336, -4.815], [0.970, 3.141, 0.414], [-1.890, 1.564, -0.806], [2.508, -4.088, -0.446], [-0.944, 0.144, -2.344], [1.628, -2.480, 1.512], [0.361, -1.622, -3.147], [0.262, -0.699, 2.352], [2.823, 3.956, 2.084], [-3.854, 1.566, 2.583], [-4.537, 2.690, 1.339], [-3.762, 1.259, 0.800], [-2.938, 3.723, 3.613], [-3.077, 4.764, 2.056], [-1.535, 4.300, 2.670], [-2.136, 3.015, 0.654]], "atomic_forces_ev_per_a": [[-1.6, -0.7, -0.6], [-0.3, 0.3, -0.9], [2.1, 0.1, 1.4], [0.9, 0.6, -0.8], [0.3, -0.2, 0.5], [-1.4, 1.0, 2.4], [0.8, -0.5, -0.2], [-0.4, -0.5, -2.1], [0.7, 0.6, -1.1], [1.4, 1.2, 2.5], [1.5, -0.3, -0.6], [-1.2, 0.7, 1.6], [-1.9, 1.8, 0.8], [0.8, -5.3, -2.5], [-1.2, 0.9, -0.7], [-1.0, -0.6, -3.5], [1.6, -2.5, -1.3], [-1.1, 0.8, -1.7], [0.4, -0.2, 0.7], [0.4, 1.0, 3.6], [-0.8, 0.5, -1.5], [1.0, -0.7, 2.4], [1.1, -1.5, 0.8], [-1.8, 2.8, 3.0], [-1.8, 0.4, 1.1], [-1.5, -0.4, -1.4], [-0.5, 1.0, 0.7], [0.0, 0.1, -0.9], [0.9, -1.3, 0.6], [0.4, 0.0, 1.4], [-0.1, 0.1, 0.8], [0.5, 0.3, 0.3], [-0.4, 0.3, -0.4], [0.9, -0.8, 1.0], [0.0, 0.2, 0.0], [0.2, 0.4, -1.0], [-0.1, -0.6, 0.4], [-0.3, 0.3, -1.5], [0.2, 0.5, 0.1], [-0.1, -1.1, -0.7], [0.4, 0.2, -1.9], [-0.2, -0.6, 0.1], [0.6, 0.7, 0.5], [0.8, 0.8, -1.4]], "de_lowest_kj_mol": 420.0, "multiplicity": 1, "total_charge": 0, "lumo_energy_ev": -0.102, "smiles": "CC(C)[C@@](O)(c1ccc2cc(-c3cccs3)ccc2c1)c1c[nH]nn1"}

***

{"formula": "C20H19N3OS2", "method": "ωB97M-V with the def2-TZVPD basis set", "symbols": ["N", "O", "C", "S", "S", "C", "C", "C", "C", "C", "C", "C", "C", "C", "C", "C", "C", "C", "N", "N", "C", "C", "C", "C", "C", "C", "H", "H", "H", "H", "H", "H", "H", "H", "H", "H", "H", "H", "H", "H", "H", "H", "H", "H", "H"], "positions_angstrom": [[4.310, 1.862, -1.247], [-1.815, 0.180, -3.338], [3.217, 1.721, -1.629], [0.660, -1.362, -0.336], [0.921, 3.720, -1.009], [-0.710, 0.587, -2.967], [1.171, -3.022, -0.106], [2.156, -3.377, -0.975], [2.473, -2.331, -1.936], [0.775, 2.097, -1.732], [1.907, 1.337, -2.023], [1.692, -1.184, -1.763], [-2.296, 0.643, 1.172], [-0.033, 1.301, 1.677], [-2.240, -0.318, 2.182], [0.033, 0.307, 2.643], [-1.215, 1.493, 0.930], [-1.062, -0.518, 2.925], [-0.530, 1.642, -2.105], [-1.310, 2.523, -0.054], [-0.510, 3.764, 0.109], [-1.704, 2.193, -1.396], [-1.297, -2.931, 3.481], [0.487, -0.067, -3.658], [1.769, -0.019, -2.733], [-0.946, -1.549, 4.000], [0.735, -3.610, 0.704], [2.621, -4.361, -1.033], [3.205, -2.394, -2.748], [-3.216, 0.750, 0.650], [0.827, 1.955, 1.572], [-3.071, -0.989, 2.326], [0.958, 0.245, 3.186], [-1.156, 4.608, -0.163], [-0.227, 3.926, 1.154], [-2.518, 1.466, -1.339], [-2.060, 3.040, -1.971], [-1.140, -3.648, 4.285], [-0.630, -3.164, 2.641], [-2.335, -2.956, 3.184], [0.207, -1.109, -3.872], [0.709, 0.466, -4.581], [2.671, -0.173, -3.356], [0.090, -1.488, 4.395], [-1.572, -1.254, 4.853]], "atomic_forces_ev_per_a": [[-1.7, 0.0, -0.8], [0.8, 1.0, 1.3], [1.6, 0.0, 1.0], [0.6, -0.6, -1.1], [0.6, -0.3, -0.5], [-1.0, -1.2, -2.1], [0.2, 0.6, 0.1], [0.1, 0.5, -1.0], [-1.3, 0.7, 0.8], [0.8, -1.1, -0.4], [-2.3, 0.7, -0.1], [1.3, -1.6, 0.5], [0.5, -0.2, 0.9], [-0.8, 0.3, -0.1], [1.2, 0.0, -0.4], [-0.7, 0.4, -0.3], [0.8, -0.1, 0.0], [0.1, 0.8, -0.4], [0.9, -0.5, 0.1], [0.0, 1.4, 0.8], [-1.6, -1.3, -0.3], [0.4, -0.1, 0.7], [0.6, 0.1, 0.5], [1.1, 0.6, 1.6], [-0.7, -0.1, -0.1], [0.5, 0.5, 0.5], [0.2, 0.3, -0.4], [-0.2, 0.3, 0.2], [-0.3, -0.1, 0.4], [-0.6, 0.2, -0.5], [-0.1, -0.1, -0.3], [-0.3, 0.1, 0.1], [0.2, -0.3, 0.3], [0.3, -0.1, -0.2], [0.2, -0.4, -0.3], [0.5, -0.1, -0.4], [-0.1, 0.4, 0.3], [-0.1, -0.3, -0.1], [-0.3, -0.1, 0.1], [-0.2, -0.2, -0.3], [0.1, 0.5, 0.0], [-0.2, 0.1, -0.1], [-0.5, 0.0, 0.3], [-0.5, -0.3, -0.3], [-0.1, -0.2, -0.2]], "de_lowest_kj_mol": 117.1, "multiplicity": 1, "total_charge": 0, "lumo_energy_ev": 0.040, "smiles": "CCc1ccc(N2CSC3=C(C#N)[C@@H](c4cccs4)CC(=O)N3C2)cc1"}

***

{"formula": "C20H19NO5", "method": "ωB97M-V with the def2-TZVPD basis set", "symbols": ["C", "C", "O", "C", "C", "C", "C", "C", "C", "N", "C", "C", "C", "H", "H", "C", "C", "C", "C", "C", "C", "H", "H", "O", "C", "H", "H", "H", "O", "C", "H", "H", "H", "H", "H", "C", "O", "O", "H", "H", "H", "H", "H", "H", "H"], "positions_angstrom": [[2.822, -6.429, -0.751], [2.899, -5.744, -2.113], [1.787, -4.907, -2.362], [1.668, -3.713, -1.730], [0.466, -3.055, -1.918], [0.224, -1.808, -1.332], [-0.977, -1.053, -1.481], [-1.082, 0.163, -0.845], [-0.017, 0.650, -0.053], [1.106, -0.023, 0.074], [1.246, -1.208, -0.535], [2.465, -1.895, -0.367], [2.675, -3.115, -0.944], [3.624, -3.608, -0.798], [3.227, -1.425, 0.234], [-0.100, 1.934, 0.648], [-1.323, 2.495, 1.012], [-1.407, 3.706, 1.682], [-0.219, 4.396, 1.998], [0.999, 3.820, 1.636], [1.068, 2.613, 0.980], [2.018, 2.180, 0.712], [1.893, 4.366, 1.893], [-0.096, 5.590, 2.637], [-1.218, 6.324, 3.069], [-1.801, 5.775, 3.811], [-1.867, 6.601, 2.235], [-0.807, 7.225, 3.524], [-2.606, 4.265, 2.060], [-3.797, 3.585, 1.756], [-4.596, 4.214, 2.148], [-3.932, 3.464, 0.677], [-3.840, 2.605, 2.243], [-2.229, 1.956, 0.791], [-1.978, 0.749, -0.971], [-2.118, -1.539, -2.290], [-2.335, -2.679, -2.619], [-2.959, -0.546, -2.640], [-3.688, -0.915, -3.163], [-0.290, -3.529, -2.521], [3.839, -5.189, -2.220], [2.852, -6.493, -2.907], [1.899, -6.998, -0.679], [3.665, -7.104, -0.632], [2.838, -5.699, 0.055]], "atomic_forces_ev_per_a": [[-0.1, 0.3, -0.3], [0.3, -0.3, 0.2], [-0.2, 0.1, -0.1], [-0.5, 0.4, -0.1], [0.3, -0.5, -0.1], [0.2, 0.3, 0.2], [0.2, 0.5, 0.4], [0.0, -0.4, -0.2], [0.3, -0.5, -0.1], [-0.2, 0.6, 0.3], [-0.3, -0.5, -0.4], [0.0, -0.1, -0.1], [0.2, -0.1, 0.0], [0.1, -0.1, 0.0], [0.1, 0.0, 0.1], [0.0, 0.5, 0.3], [0.1, -0.1, -0.1], [-0.1, 0.2, 0.1], [0.1, -0.1, -0.1], [-0.3, 0.1, 0.1], [-0.2, -0.1, -0.1], [0.1, 0.0, 0.0], [0.1, 0.1, 0.0], [0.2, -0.3, -0.1], [-0.3, 0.4, 0.2], [0.0, 0.1, -0.1], [0.0, 0.0, 0.1], [0.0, -0.1, 0.0], [0.5, 0.0, 0.0], [-0.2, -0.1, 0.0], [0.0, -0.1, 0.0], [0.0, 0.0, 0.0], [0.0, 0.0, 0.0], [-0.1, 0.0, 0.0], [0.0, 0.0, 0.0], [-0.5, -0.4, -0.3], [0.1, 0.1, 0.1], [-0.1, 0.5, 0.0], [0.2, -0.2, 0.1], [0.0, 0.0, 0.0], [-0.1, 0.0, -0.1], [0.1, 0.1, 0.1], [-0.1, -0.1, 0.0], [0.1, -0.1, 0.0], [0.0, 0.0, 0.1]], "de_lowest_kj_mol": 180.0, "multiplicity": 1, "total_charge": 0, "lumo_energy_ev": -0.322, "smiles": "CCOc1ccc2nc(-c3ccc(OC)c(OC)c3)cc(C(=O)O)c2c1"}

***

no.,energy (eV),gap between HOMO and LUMO (eV),F_max (eV/Å)
1,-50687.2326,8.4,0.98
2,-50685.0118,8.2,0.39
3,-38398.2099,7.7,5.92
4,-49235.8689,8.4,2.59
5,-32775.6133,7.3,0.76